1.
This record from OMol25 describes an isolated molecule of C37H34N4O4S2. The level of theory is ωB97M-V/def2-TZVPD.

Last column: Löwdin charge in e.
Element x y z (Å)
C  3.540  -2.449  2.167  -0.07
C  2.243  -2.298  2.648  -0.04
C  1.755  -1.013  2.849  -0.26
C  2.523  0.107  2.598  -0.24
C  3.814  -0.036  2.094  -0.04
C  4.314  -1.321  1.865  -0.07
S  1.701  1.661  3.015  0.69
O  2.247  2.111  4.282  -0.32
O  1.689  2.540  1.856  -0.32
C  0.094  1.020  3.274  -0.43
C  -1.002  1.758  2.591  -0.30
C  -2.389  1.132  2.729  -0.17
C  -2.774  0.356  3.819  -0.04
C  -4.023  -0.278  3.801  -0.06
C  -4.921  -0.050  2.756  -0.08
C  -4.575  0.846  1.738  -0.08
C  -3.317  1.448  1.743  -0.04
S  0.076  -0.696  3.336  0.67
O  -0.772  -1.242  2.296  -0.29
O  -0.044  -1.135  4.717  -0.33
H  3.939  -3.455  2.048  0.11
H  1.595  -3.139  2.885  0.12
H  4.400  0.857  1.887  0.12
H  5.322  -1.443  1.473  0.10
H  -0.762  1.774  1.513  0.15
H  -2.130  0.280  4.693  0.08
H  -4.255  -0.952  4.622  0.11
H  -5.897  -0.547  2.741  0.10
H  -5.256  1.076  0.922  0.10
H  -3.035  2.170  0.973  0.11
C  2.206  9.364  -0.641  -0.09
C  1.669  8.507  -1.615  -0.08
C  0.692  7.573  -1.264  -0.05
C  0.261  7.476  0.064  -0.20
C  -0.798  6.432  0.370  -0.10
N  -1.333  6.509  1.722  -0.09
C  -2.105  7.683  2.018  -0.14
C  -2.637  7.712  3.437  -0.12
N  -1.816  6.940  4.343  -0.07
C  -2.052  7.206  5.734  -0.14
C  -1.026  6.468  6.543  -0.15
N  -1.004  5.052  6.234  -0.08
C  -0.144  4.346  7.190  -0.11
C  -0.444  2.887  7.360  -0.25
C  0.617  2.024  7.644  -0.03
C  0.424  0.652  7.514  -0.06
C  -0.843  0.158  7.187  -0.09
C  -1.941  1.021  7.116  -0.09
C  -1.751  2.399  7.245  -0.06
C  -1.075  4.678  4.899  -0.07
C  -0.910  3.380  4.396  0.08
N  -0.987  3.128  3.060  -0.01
C  -1.151  4.117  2.154  0.05
C  -1.307  5.435  2.579  -0.10
C  -1.402  5.696  3.964  -0.06
C  0.831  8.290  1.050  -0.05
C  1.775  9.261  0.687  -0.08
H  2.948  10.114  -0.917  0.10
H  2.002  8.572  -2.651  0.10
H  0.243  6.897  -2.002  0.12
H  -1.624  6.531  -0.355  0.14
H  -0.362  5.440  0.221  0.12
H  -1.509  8.589  1.845  0.11
H  -2.952  7.732  1.318  0.13
H  -2.664  8.742  3.807  0.13
H  -3.673  7.335  3.443  0.14
H  -1.939  8.282  5.883  0.13
H  -3.073  6.932  6.047  0.14
H  -0.030  6.907  6.368  0.14
H  -1.248  6.556  7.610  0.13
H  0.919  4.482  6.914  0.14
H  -0.293  4.855  8.155  0.13
H  1.586  2.450  7.919  0.12
H  1.256  -0.034  7.670  0.11
H  -0.988  -0.912  7.033  0.10
H  -2.949  0.631  6.961  0.11
H  -2.595  3.095  7.202  0.12
H  -0.752  2.495  5.016  0.13
H  -1.138  3.808  1.112  0.14
H  0.532  8.180  2.097  0.11
H  2.162  9.929  1.455  0.10

## Properties
* energy above the lowest of the compared OMol25 structures with the same formula, charge and spin: 0.0 kcal/mol
* highest occupied orbital energy: -7.059 eV

2.
This record from OMol25 describes C37H35ClN2PtS2Si2 as an isolated structure. The level of theory is ωB97M-V/def2-TZVPD.

Last column: Löwdin spin population.
Element x y z (Å)
C  -0.701  -0.321  1.656  0.23
C  -1.422  0.250  0.539  0.18
C  -1.656  -0.855  -0.407  0.11
H  -1.909  1.213  0.495  0.01
C  -1.146  -2.046  0.197  0.28
C  -0.572  -1.710  1.443  0.11
H  -0.255  -2.427  2.201  0.00
H  -0.448  0.204  2.584  0.01
H  -2.277  -0.743  -1.291  0.00
H  -1.285  -3.053  -0.181  0.01
Pt  0.376  0.272  -0.671  1.20
Si  2.654  0.358  -7.621  0.05
C  2.023  1.865  -8.553  0.01
C  2.622  2.504  -9.656  0.01
H  3.571  2.137  -10.061  0.00
C  1.996  3.604  -10.265  0.00
H  2.460  4.103  -11.122  0.00
C  0.766  4.077  -9.785  0.01
H  0.283  4.948  -10.247  0.00
C  0.153  3.429  -8.706  0.01
H  -0.810  3.770  -8.326  0.00
C  0.774  2.327  -8.111  0.00
H  0.260  1.812  -7.294  0.00
C  2.101  -1.127  -8.625  0.29
C  1.081  -1.085  -9.590  0.13
H  0.695  -0.128  -9.955  0.00
C  0.540  -2.265  -10.131  0.03
H  -0.317  -2.220  -10.810  0.00
C  1.100  -3.506  -9.810  0.26
H  0.671  -4.433  -10.212  0.01
C  2.237  -3.545  -8.983  0.09
H  2.711  -4.509  -8.772  0.00
C  2.759  -2.364  -8.446  0.06
H  3.700  -2.389  -7.889  0.00
H  2.081  0.393  -6.234  0.02
Si  0.354  0.270  -2.931  0.22
C  -0.327  -1.357  -3.635  0.03
C  -1.546  -1.432  -4.327  0.01
H  -2.104  -0.520  -4.569  0.00
C  -2.095  -2.672  -4.662  0.00
H  -3.061  -2.719  -5.169  0.00
C  -1.434  -3.858  -4.333  0.00
H  -1.863  -4.828  -4.592  0.00
C  -0.199  -3.784  -3.679  0.00
H  0.331  -4.690  -3.393  0.00
C  0.367  -2.543  -3.361  0.01
H  1.338  -2.511  -2.862  0.00
C  -0.752  1.654  -3.600  0.05
C  -2.072  1.757  -3.140  0.01
H  -2.472  1.068  -2.383  0.00
C  -2.917  2.759  -3.630  0.00
H  -3.919  2.840  -3.224  0.00
C  -2.467  3.649  -4.602  0.01
H  -3.130  4.437  -4.977  0.00
C  -1.160  3.535  -5.075  0.00
H  -0.782  4.233  -5.817  0.00
C  -0.306  2.546  -4.580  0.01
H  0.725  2.496  -4.957  0.00
H  4.134  0.374  -7.313  0.02
Cl  2.349  0.551  -3.450  0.10
C  -1.093  3.545  -0.084  0.00
C  0.003  3.027  0.767  0.02
N  0.666  1.886  0.648  0.13
C  1.662  1.717  1.630  0.01
C  1.750  2.807  2.478  0.00
S  0.598  4.035  2.089  0.01
C  2.300  0.447  1.617  0.01
C  3.211  -0.155  2.475  0.00
S  3.483  -1.821  2.060  0.02
C  2.363  -1.662  0.729  0.02
N  1.859  -0.428  0.609  0.15
C  2.044  -2.804  -0.144  0.01
H  -1.967  3.774  0.548  0.00
H  -0.761  4.479  -0.571  0.00
H  -1.361  2.826  -0.863  0.00
H  2.458  2.812  3.302  0.00
H  3.634  0.392  3.307  0.00
H  2.908  -3.023  -0.794  0.00
H  1.813  -3.684  0.472  0.00
H  1.174  -2.565  -0.767  0.01

## Properties
* energy above the lowest of the compared OMol25 structures with the same formula, charge and spin: 0.0 kcal/mol
* multiplicity: 5
* total charge: +2
* highest occupied orbital energy (spin up / spin down): -11.440 / -12.718 eV
* expectation value of S²: 6.033

3.
This record from OMol25 describes C37H35FeN6O4S as an isolated structure. The level of theory is ωB97M-V/def2-TZVPD.

Last column: Löwdin spin population.
Element x y z (Å)
Fe  -0.298  -0.238  1.076  3.69
O  3.196  -1.414  2.857  0.01
S  2.434  -0.532  2.019  0.01
O  1.225  0.074  2.597  0.04
N  1.943  -1.081  0.644  0.03
C  2.235  -2.347  0.086  0.01
C  3.153  -3.301  0.534  0.07
C  3.225  -4.546  -0.085  0.00
C  2.380  -4.891  -1.116  0.05
C  1.463  -3.954  -1.612  0.03
C  0.477  -4.265  -2.612  0.31
C  -0.468  -3.306  -2.984  0.02
C  -0.414  -2.034  -2.501  0.25
N  0.600  -1.682  -1.596  0.14
C  1.481  -2.667  -1.055  0.07
C  3.466  0.879  1.692  0.00
C  4.721  0.949  2.279  0.00
C  5.454  2.126  2.172  0.00
C  4.927  3.216  1.495  0.00
C  3.664  3.138  0.916  0.00
C  2.929  1.972  1.022  0.00
H  3.773  -3.082  1.389  0.00
H  3.944  -5.269  0.283  0.00
H  2.401  -5.886  -1.549  0.00
H  0.447  -5.263  -3.034  0.02
H  -1.262  -3.552  -3.678  -0.01
H  -1.083  -1.240  -2.803  0.01
H  5.100  0.089  2.817  0.00
H  6.432  2.193  2.631  0.00
H  5.492  4.139  1.436  0.00
H  3.246  3.997  0.401  0.00
H  1.931  1.903  0.604  0.00
C  -3.241  -0.729  -0.566  0.01
N  -3.414  -2.168  -0.558  0.00
C  -4.736  -2.527  -0.079  0.00
C  -2.331  -2.914  0.112  0.01
C  -2.165  -2.711  1.606  0.02
C  -2.808  -3.585  2.483  0.00
C  -2.745  -3.398  3.859  0.01
C  -2.025  -2.330  4.372  0.00
C  -1.362  -1.467  3.504  0.02
C  -1.417  -1.631  2.109  0.05
H  -3.965  -0.282  -1.254  0.00
H  -2.239  -0.478  -0.925  0.01
H  -3.379  -0.265  0.421  0.00
H  -5.490  -2.035  -0.700  0.00
H  -4.912  -2.239  0.969  0.00
H  -4.878  -3.608  -0.165  0.00
H  -1.402  -2.638  -0.381  0.00
H  -2.515  -3.971  -0.094  0.00
H  -3.364  -4.429  2.081  0.00
H  -3.246  -4.090  4.526  0.00
H  -1.970  -2.175  5.447  0.00
H  -0.770  -0.660  3.929  0.00
C  -3.109  2.924  2.159  0.00
C  -2.318  1.795  2.105  0.00
N  -1.245  1.725  1.308  0.03
C  -0.935  2.771  0.547  0.00
C  -1.668  3.946  0.530  0.00
C  -2.770  4.013  1.370  0.00
C  -1.247  5.119  -0.267  0.00
C  -0.684  5.177  -1.469  0.00
C  -0.487  4.102  -2.470  0.00
C  0.297  4.342  -3.590  0.00
C  0.459  3.307  -4.494  0.00
N  -0.127  2.122  -4.338  0.00
C  -0.896  2.008  -3.255  0.00
N  -1.095  2.927  -2.314  0.00
H  -3.971  2.949  2.811  0.00
H  -2.521  0.921  2.717  0.00
H  -0.056  2.669  -0.080  0.00
H  -3.374  4.915  1.392  0.00
H  -1.401  6.072  0.232  0.00
H  -0.368  6.159  -1.807  0.00
H  0.766  5.307  -3.747  0.00
H  1.081  3.423  -5.375  0.00
H  -1.414  1.064  -3.124  0.00
C  2.450  1.331  -2.262  0.00
O  2.037  -0.045  -2.137  0.01
C  0.923  -0.324  -1.514  0.02
O  0.158  0.505  -1.038  0.03
H  2.378  1.599  -3.312  0.00
H  3.480  1.393  -1.926  0.00
H  1.818  1.986  -1.676  0.00

## Properties
* multiplicity: 6
* highest occupied orbital energy (spin up / spin down): -5.953 / -7.534 eV
* expectation value of S²: 8.792

Number 1: strongest force on any atom 0.04801 hartree/bohr. Number 2: strongest force on any atom 0.06243 hartree/bohr. Number 3: strongest force on any atom 0.01526 hartree/bohr.